[1]
Here is 12 unconnected molecules or ions with the total composition C32H90N10O6 in a non-equilibrium geometry from OMol25. Energies are from the ωB97M-V functional and the def2-TZVPD basis.

Structure (XYZ):
```
138
Properties=species:S:1:pos:R:3
N 3.074 -2.602 0.064
H 2.115 -2.247 0.088
H 3.322 -2.648 1.052
H 3.752 -2.059 -0.452
H 3.162 -3.510 -0.378
N 0.828 -1.117 3.287
H 1.236 -0.214 3.489
H 1.526 -1.843 3.391
H 0.632 -1.182 2.290
H 0.098 -1.264 3.973
N -0.645 -4.365 0.740
H -0.481 -4.988 -0.039
H -1.635 -4.116 0.794
H -0.202 -3.449 0.639
H -0.360 -4.778 1.626
N 4.024 -0.095 1.749
H 3.162 0.320 1.389
H 3.886 -0.970 2.254
H 4.429 0.538 2.427
H 4.553 -0.267 0.905
N 3.872 1.105 -1.847
H 3.614 0.840 -2.804
H 4.522 0.385 -1.557
H 3.115 0.867 -1.201
H 4.222 2.053 -1.829
N 2.210 3.127 1.591
H 1.888 2.321 1.050
H 2.747 3.793 1.050
H 2.763 2.900 2.407
H 1.467 3.769 1.891
C 3.491 -5.680 4.502
C 2.246 -6.087 4.298
C 1.161 -5.282 3.537
O 0.007 -5.677 3.148
C 1.509 -4.042 3.108
C 2.810 -3.528 3.290
C 3.942 -4.385 4.089
O 5.147 -4.077 4.052
O 3.065 -2.437 2.773
O 2.021 -7.304 4.726
H 4.176 -6.230 5.130
H 0.863 -3.508 2.426
O 0.436 -1.878 0.696
C -0.063 -0.807 -0.067
C 0.543 0.633 0.100
O 1.962 0.867 0.119
H -1.144 -0.756 0.091
H -0.114 -1.115 -1.115
H 0.171 1.047 1.041
H 0.164 1.334 -0.646
C 4.337 -1.727 -5.890
C 4.219 -0.993 -4.559
N 3.499 0.275 -4.459
C 4.235 1.295 -5.272
C 3.624 2.664 -5.151
C 2.081 0.030 -4.849
C 1.341 -0.764 -3.781
H 3.463 -1.713 -6.541
H 4.643 -2.763 -5.744
H 5.156 -1.346 -6.501
H 3.775 -1.647 -3.806
H 5.184 -0.872 -4.064
H 4.294 1.102 -6.345
H 5.279 1.275 -4.956
H 2.656 2.722 -5.650
H 4.261 3.366 -5.689
H 3.499 2.897 -4.093
H 1.487 0.927 -5.034
H 1.850 -0.405 -5.822
H 1.730 -0.658 -2.768
H 0.324 -0.390 -3.656
H 1.290 -1.796 -4.127
C -1.835 4.833 3.913
C -0.824 4.050 3.125
N 0.214 4.859 2.483
C -0.225 5.426 1.216
C -0.352 4.409 0.003
C 0.954 5.871 3.370
C 2.372 6.113 2.989
H -2.668 5.281 3.373
H -1.349 5.475 4.648
H -2.280 4.128 4.617
H -0.360 3.381 3.852
H -1.165 3.419 2.304
H -1.101 6.063 1.349
H 0.571 6.070 0.841
H -0.954 3.520 0.194
H -0.907 4.750 -0.871
H 0.639 4.172 -0.387
H 0.975 5.494 4.393
H 0.322 6.759 3.416
H 2.510 6.460 1.965
H 2.937 5.190 3.134
H 2.910 6.810 3.632
C -2.297 1.999 -3.304
C -3.553 1.216 -2.920
N -4.396 1.835 -1.891
C -3.821 1.459 -0.551
C -4.693 1.880 0.606
C -4.455 3.309 -2.001
C -5.126 3.716 -3.334
H -1.578 1.380 -3.848
H -1.636 2.214 -2.463
H -2.415 2.791 -4.043
H -4.186 1.171 -3.807
H -3.280 0.181 -2.716
H -3.860 0.373 -0.648
H -2.796 1.793 -0.371
H -5.685 1.442 0.488
H -4.388 1.231 1.430
H -4.664 2.931 0.886
H -3.463 3.756 -1.896
H -5.001 3.717 -1.151
H -6.019 3.091 -3.295
H -4.649 3.481 -4.285
H -5.404 4.770 -3.336
C -3.492 -5.638 2.984
C -3.985 -5.289 1.551
N -3.407 -4.142 0.894
C -3.473 -2.931 1.703
C -4.879 -2.485 2.027
C -3.916 -4.025 -0.480
C -3.139 -3.022 -1.288
H -3.430 -6.724 3.051
H -4.250 -5.275 3.679
H -2.501 -5.333 3.319
H -3.682 -6.167 0.979
H -5.067 -5.161 1.482
H -3.037 -3.107 2.687
H -2.964 -2.095 1.223
H -5.496 -2.269 1.155
H -5.308 -3.097 2.819
H -4.739 -1.502 2.480
H -4.986 -3.811 -0.435
H -3.809 -4.870 -1.162
H -2.074 -3.175 -1.115
H -3.514 -2.075 -0.895
H -3.386 -2.949 -2.346
```

Results
- Kohn-Sham gap (eV) = 3.08
- charge = +2
- energy (Eh) = -2271.4052
- LUMO energy (eV) = -6.5
- HOMO (Ha) = -0.352

Here are the Löwdin charges for atoms 1 to 99, given in e: number 1, N, carries 0.31; number 2, H, carries 0.07; number 3, H, carries 0.07; number 4, H, carries 0.11; number 5, H, carries 0.15; number 6, N, carries 0.30; number 7, H, carries 0.13; number 8, H, carries 0.05; number 9, H, carries 0.06; number 10, H, carries 0.15; number 11, N, carries 0.28; number 12, H, carries 0.14; number 13, H, carries 0.06; number 14, H, carries 0.04; number 15, H, carries 0.06; number 16, N, carries 0.30; number 17, H, carries 0.06; number 18, H, carries 0.08; number 19, H, carries 0.15; number 20, H, carries 0.12; number 21, N, carries 0.29; number 22, H, carries 0.05; number 23, H, carries 0.12; number 24, H, carries 0.04; number 25, H, carries 0.14; number 26, N, carries 0.29; number 27, H, carries 0.04; number 28, H, carries 0.13; number 29, H, carries 0.13; number 30, H, carries 0.05; number 31, C, carries -0.04; number 32, C, carries -0.35; number 33, C, carries -0.29; number 34, O, carries -0.03; number 35, C, carries -0.05; number 36, C, carries -0.31; number 37, C, carries -0.34; number 38, O, carries -0.03; number 39, O, carries -0.17; number 40, O, carries -0.04; number 41, H, carries 0.13; number 42, H, carries 0.07; number 43, O, carries -0.37; number 44, C, carries -0.32; number 45, C, carries -0.29; number 46, O, carries -0.42; number 47, H, carries 0.09; number 48, H, carries 0.09; number 49, H, carries 0.08; number 50, H, carries 0.09; number 51, C, carries -0.06; number 52, C, carries -0.28; number 53, N, carries -0.22; number 54, C, carries -0.24; number 55, C, carries -0.08; number 56, C, carries -0.23; number 57, C, carries -0.08; number 58, H, carries 0.08; number 59, H, carries 0.09; number 60, H, carries 0.08; number 61, H, carries 0.09; number 62, H, carries 0.11; number 63, H, carries 0.13; number 64, H, carries 0.12; number 65, H, carries 0.08; number 66, H, carries 0.09; number 67, H, carries 0.06; number 68, H, carries 0.11; number 69, H, carries 0.12; number 70, H, carries 0.05; number 71, H, carries 0.07; number 72, H, carries 0.09; number 73, C, carries -0.07; number 74, C, carries -0.25; number 75, N, carries -0.24; number 76, C, carries -0.21; number 77, C, carries -0.06; number 78, C, carries -0.21; number 79, C, carries -0.09; number 80, H, carries 0.09; number 81, H, carries 0.08; number 82, H, carries 0.08; number 83, H, carries 0.11; number 84, H, carries 0.10; number 85, H, carries 0.12; number 86, H, carries 0.11; number 87, H, carries 0.04; number 88, H, carries 0.08; number 89, H, carries 0.06; number 90, H, carries 0.12; number 91, H, carries 0.13; number 92, H, carries 0.08; number 93, H, carries 0.06; number 94, H, carries 0.10; number 95, C, carries -0.10; number 96, C, carries -0.24; number 97, N, carries -0.16; number 98, C, carries -0.27; number 99, C, carries -0.09

***

[2]
Here is a molecular structure, C44H42CaN8O4 from OMol25. Energies are from the ωB97M-V functional and the def2-TZVPD basis.

Structure (XYZ):
```
99
Properties=species:S:1:pos:R:3
Ca -0.078 0.195 0.156
C -6.901 3.379 2.154
C -5.774 2.606 1.529
C -5.780 2.215 0.228
C -4.704 1.468 -0.332
C -4.733 1.128 -1.686
N -3.804 0.431 -2.294
C -3.730 0.270 -3.737
C -2.947 -0.974 -4.117
C -1.438 -0.781 -3.964
N -0.732 -2.024 -4.269
C -0.949 -3.222 -3.734
C -1.400 -3.607 -2.481
C -1.865 -4.965 -2.387
C -2.258 -5.511 -1.218
C -2.785 -6.914 -1.101
C -2.055 -4.731 -0.040
C -1.552 -3.467 -0.021
C -1.101 -2.958 1.287
N -0.407 -1.917 1.469
C 0.290 -1.744 2.744
C -0.358 -0.753 3.702
C -0.233 0.729 3.332
N -1.230 1.102 2.310
C -2.417 1.285 2.714
C -3.554 1.575 1.829
C -4.634 2.259 2.308
C -3.563 1.090 0.466
O -2.648 0.367 0.004
C -1.280 -2.775 -1.283
O -0.892 -1.598 -1.329
H -7.687 3.582 1.428
H -6.554 4.335 2.551
H -7.346 2.826 2.984
H -6.620 2.466 -0.413
H -5.567 1.465 -2.299
H -3.028 0.153 -1.666
H -3.253 1.157 -4.168
H -4.747 0.219 -4.130
H -3.177 -1.236 -5.152
H -3.274 -1.808 -3.490
H -1.179 -0.452 -2.964
H -1.077 -0.039 -4.678
H -0.319 -2.051 -5.187
H -0.727 -4.035 -4.421
H -1.934 -5.543 -3.304
H -3.067 -7.312 -2.075
H -3.664 -6.951 -0.455
H -2.036 -7.582 -0.669
H -2.245 -5.211 0.917
H -1.257 -3.675 2.107
H 1.258 -1.304 2.413
H 0.383 -2.713 3.251
H 0.146 -0.887 4.663
H -1.416 -1.002 3.865
H 0.760 0.895 2.893
H -0.403 1.330 4.234
H -2.653 1.265 3.787
H -4.616 2.572 3.349
C 3.060 5.665 -12.893
O 3.864 4.812 -12.098
C 3.381 4.443 -10.885
C 4.204 3.608 -10.131
C 3.799 3.183 -8.884
C 2.568 3.575 -8.354
C 1.756 4.405 -9.117
C 2.150 4.841 -10.373
C 2.109 3.147 -7.029
N 0.949 3.447 -6.499
C 0.950 2.844 -5.262
C 2.127 2.168 -5.047
N 2.865 2.372 -6.187
C 2.427 1.458 -3.842
C 3.643 0.835 -3.519
C 3.793 0.251 -2.284
C 2.711 0.228 -1.382
N 1.546 0.760 -1.727
C 1.406 1.417 -2.879
C 0.167 2.177 -3.057
N -0.701 2.193 -2.026
C -1.773 2.955 -2.123
C -2.074 3.723 -3.254
C -1.214 3.687 -4.327
C -0.057 2.907 -4.240
H 3.619 5.840 -13.807
H 2.878 6.618 -12.391
H 2.104 5.195 -13.137
H 5.157 3.307 -10.544
H 4.463 2.532 -8.327
H 0.803 4.712 -8.710
H 1.494 5.488 -10.936
H 3.796 2.040 -6.360
H 4.466 0.844 -4.227
H 4.736 -0.193 -1.994
H 2.680 -0.131 -0.311
H -2.431 2.972 -1.260
H -2.964 4.338 -3.270
H -1.397 4.264 -5.225
O 1.703 0.092 1.137
```

Results
- Kohn-Sham gap (eV) = 4.07
- energy (Eh) = -3118.5448
- LUMO energy (eV) = -0.4
- HOMO (Ha) = -0.164
- ΔE to the lowest compared entry with this formula, charge and spin (eV) = 1.9931

Löwdin charges in e: number 1, Ca, carries 1.20; number 2, C, carries -0.06; number 3, C, carries -0.28; number 4, C, carries -0.01; number 5, C, carries -0.14; number 6, C, carries -0.02; number 7, N, carries 0.07; number 8, C, carries -0.16; number 9, C, carries -0.14; number 10, C, carries -0.17; number 11, N, carries 0.07; number 12, C, carries -0.04; number 13, C, carries -0.12; number 14, C, carries -0.02; number 15, C, carries -0.28; number 16, C, carries -0.06; number 17, C, carries 0.02; number 18, C, carries -0.09; number 19, C, carries -0.11; number 20, N, carries -0.01; number 21, C, carries -0.25; number 22, C, carries -0.18; number 23, C, carries -0.23; number 24, N, carries 0.01; number 25, C, carries -0.12; number 26, C, carries -0.11; number 27, C, carries 0.02; number 28, C, carries -0.31; number 29, O, carries -0.09; number 30, C, carries -0.28; number 31, O, carries -0.08; number 32, H, carries 0.07; number 33, H, carries 0.08; number 34, H, carries 0.08; number 35, H, carries 0.12; number 36, H, carries 0.14; number 37, H, carries 0.11; number 38, H, carries 0.12; number 39, H, carries 0.13; number 40, H, carries 0.12; number 41, H, carries 0.12; number 42, H, carries 0.08; number 43, H, carries 0.13; number 44, H, carries 0.14; number 45, H, carries 0.14; number 46, H, carries 0.12; number 47, H, carries 0.07; number 48, H, carries 0.08; number 49, H, carries 0.08; number 50, H, carries 0.12; number 51, H, carries 0.12; number 52, H, carries 0.07; number 53, H, carries 0.10; number 54, H, carries 0.11; number 55, H, carries 0.10; number 56, H, carries 0.07; number 57, H, carries 0.11; number 58, H, carries 0.13; number 59, H, carries 0.13; number 60, C, carries -0.08; number 61, O, carries -0.08; number 62, C, carries -0.28; number 63, C, carries 0.00; number 64, C, carries -0.03; number 65, C, carries -0.16; number 66, C, carries -0.02; number 67, C, carries -0.01; number 68, C, carries -0.27; number 69, N, carries 0.18; number 70, C, carries -0.18; number 71, C, carries -0.13; number 72, N, carries 0.18; number 73, C, carries -0.09; number 74, C, carries -0.02; number 75, C, carries -0.03; number 76, C, carries -0.11; number 77, N, carries 0.04; number 78, C, carries -0.16; number 79, C, carries -0.15; number 80, N, carries 0.12; number 81, C, carries -0.13; number 82, C, carries -0.06; number 83, C, carries -0.01; number 84, C, carries -0.09; number 85, H, carries 0.09; number 86, H, carries 0.10; number 87, H, carries 0.09; number 88, H, carries 0.12; number 89, H, carries 0.10; number 90, H, carries 0.11; number 91, H, carries 0.10; number 92, H, carries 0.14; number 93, H, carries 0.11; number 94, H, carries 0.10; number 95, H, carries 0.04; number 96, H, carries 0.10; number 97, H, carries 0.10; number 98, H, carries 0.12; number 99, O, carries -0.90

***

- Which formula does entry 1 have?
  C32H90N10O6